Arrangement w

Molecular formula: CH5O2P
Method: DFT, ωB97M-V/def2-TZVPD

```
! wB97M-V def2-TZVPD RIJCOSX def2/J DEFGRID3
* xyz 0 1
P 1.485 -0.526 -0.424
O -1.318 0.648 0.159
O 1.345 1.013 0.171
C -1.195 -0.566 -0.445
H -1.553 -1.151 0.376
H 1.534 1.218 1.169
H -1.501 -0.735 -1.492
H 2.072 -1.224 0.792
H -0.869 1.323 -0.306
*
```

## Properties
* HOMO level (alpha / beta): -7.458 / -7.455 eV
* HOMO-LUMO gap (alpha / beta): 7.800 / 7.805 eV
* molar mass: 80.0 g/mol

Computed Mulliken charges, given in elementary charges:
1 P 0.150
2 O -0.425
3 O -0.506
4 C -0.402
5 H 0.247
6 H 0.336
7 H 0.252
8 H 0.017
9 H 0.331

***

Arrangement x

Molecular formula: CH5O2P
Method: DFT, ωB97M-V/def2-TZVPD

```
! wB97M-V def2-TZVPD RIJCOSX def2/J DEFGRID3
* xyz 0 1
P 0.481 0.108 -0.328
O 0.605 1.239 0.844
O 1.478 -1.060 -0.079
C -1.063 -0.484 -0.034
H 1.223 0.807 -1.206
H -0.193 1.686 1.126
H -1.908 0.320 0.040
H 0.768 -1.566 0.539
H -1.390 -1.050 -0.901
*
```

## Properties
* HOMO level: -8.846 eV
* HOMO-LUMO gap: 9.729 eV
* molar mass: 80.0 g/mol

Computed Mulliken charges, given in elementary charges:
1 P 0.750
2 O -0.537
3 O -0.475
4 C -0.964
5 H -0.031
6 H 0.323
7 H 0.233
8 H 0.391
9 H 0.309

***

Energy ordering: arrangement x at the bottom, the next structure 0.0723 hartree above.

***

Arrangement w

Molecular formula: C6H6O2Sn
Method: DFT, ωB97M-V/def2-TZVPD

```
! wB97M-V def2-TZVPD RIJCOSX def2/J DEFGRID3
* xyz 2 1
Sn -1.474 0.340 4.836
O 0.918 0.602 -2.839
O -0.861 -0.364 2.200
C 0.086 1.415 -0.811
C -0.414 -0.176 0.922
C 0.519 0.344 -1.622
C 0.634 -0.964 -1.083
C 0.092 -1.231 0.143
C -0.495 1.120 0.395
H -0.024 -2.246 0.510
H -0.737 1.956 1.041
H 0.223 2.445 -1.107
H -0.692 -1.289 2.448
H 1.221 -0.163 -3.350
H 1.004 -1.787 -1.682
*
```

## Properties
* HOMO level: -14.769 eV
* HOMO-LUMO gap: 3.179 eV
* molar mass: 228.8 g/mol

Computed Mulliken charges, given in elementary charges:
1 Sn 1.300
2 O -0.414
3 O -0.345
4 C -0.555
5 C 0.879
6 C 0.713
7 C -0.543
8 C -0.585
9 C -0.488
10 H 0.293
11 H 0.286
12 H 0.411
13 H 0.367
14 H 0.354
15 H 0.328

***

Arrangement x

Molecular formula: C6H6O2Sn
Method: DFT, ωB97M-V/def2-TZVPD

```
! wB97M-V def2-TZVPD RIJCOSX def2/J DEFGRID3
* xyz 2 1
Sn 25.286 -30.334 9.203
O 21.054 -31.616 4.774
O 19.775 -35.384 1.038
C 20.644 -32.554 3.839
C 19.396 -34.571 3.296
C 19.916 -34.362 1.960
C 20.592 -33.239 1.547
C 20.867 -32.272 2.491
C 19.892 -33.692 4.238
H 19.785 -33.933 5.285
H 18.993 -35.543 3.542
H 20.401 -31.614 5.478
H 21.021 -33.248 0.556
H 21.447 -31.398 2.236
H 20.217 -35.110 0.231
*
```

## Properties
* HOMO level: -13.303 eV
* HOMO-LUMO gap: 1.763 eV
* molar mass: 228.8 g/mol

Computed Mulliken charges, given in elementary charges:
1 Sn 1.168
2 O -0.459
3 O -0.408
4 C 0.607
5 C -0.720
6 C 1.000
7 C -0.498
8 C -0.495
9 C -0.333
10 H 0.366
11 H 0.403
12 H 0.351
13 H 0.304
14 H 0.390
15 H 0.326

***

Energy ordering: arrangement w at the bottom, the next structure 0.0351 hartree above.

***

Arrangement w

Molecular formula: C3H9N2O2
Method: DFT, ωB97M-V/def2-TZVPD

```
! wB97M-V def2-TZVPD RIJCOSX def2/J DEFGRID3
* xyz 1 1
O -1.612 -1.092 0.411
O 1.576 0.891 1.035
N 1.175 -2.155 0.251
N 1.200 0.527 -0.136
C 0.897 1.314 -1.072
C -2.714 0.967 -0.022
C -2.123 -0.082 0.290
H -3.679 1.227 0.367
H 0.702 0.861 -2.029
H 1.760 -2.282 1.186
H 1.235 1.813 1.365
H 1.218 -2.867 -0.489
H 1.262 -1.042 -0.115
H 0.975 2.428 -1.009
H -2.086 1.741 -0.633
H 0.213 -2.250 0.602
*
```

## Properties
* HOMO level: -12.965 eV
* HOMO-LUMO gap: 9.772 eV
* molar mass: 105.1 g/mol

Computed Mulliken charges, given in elementary charges:
1 O -0.415
2 O -0.394
3 N -0.553
4 N -0.153
5 C -0.437
6 C -0.931
7 C 0.864
8 H 0.294
9 H 0.302
10 H 0.418
11 H 0.373
12 H 0.362
13 H 0.457
14 H 0.273
15 H 0.180
16 H 0.360

***

Arrangement x

Molecular formula: C3H9N2O2
Method: DFT, ωB97M-V/def2-TZVPD

```
! wB97M-V def2-TZVPD RIJCOSX def2/J DEFGRID3
* xyz 1 1
O -0.832 0.655 1.367
O -0.148 -1.816 -0.528
N 0.802 0.114 -0.060
N 0.672 -0.847 -0.724
C 1.765 1.269 -0.073
C -0.245 -2.672 -1.628
C -0.711 1.762 2.198
H 1.266 2.189 0.163
H 2.020 1.370 -1.124
H 2.687 1.080 0.583
H 0.237 2.113 2.612
H -0.057 -3.737 -1.184
H -1.336 -2.568 -1.918
H -1.150 2.647 1.663
H 0.362 -2.519 -2.550
H -1.445 1.512 2.956
*
```

## Properties
* HOMO level (alpha / beta): -14.076 / -14.328 eV
* HOMO-LUMO gap (alpha / beta): 6.553 / 6.859 eV
* molar mass: 105.1 g/mol

Computed Mulliken charges, given in elementary charges:
1 O -0.233
2 O -0.014
3 N 0.151
4 N 0.055
5 C -0.636
6 C -0.492
7 C -0.548
8 H 0.259
9 H 0.382
10 H 0.317
11 H 0.310
12 H 0.238
13 H 0.261
14 H 0.305
15 H 0.339
16 H 0.303

***

Arrangement y

Molecular formula: C3H9N2O2
Method: DFT, ωB97M-V/def2-TZVPD

```
! wB97M-V def2-TZVPD RIJCOSX def2/J DEFGRID3
* xyz 1 1
O -0.354 -0.932 1.846
O -0.948 1.520 2.010
N 0.696 -1.384 -0.478
N -0.222 0.686 0.047
C 0.119 -0.248 -0.825
C -0.014 0.065 -2.280
C -0.062 0.650 1.527
H -0.803 1.394 -0.393
H 0.859 -0.086 -2.874
H -0.480 -0.891 2.768
H 1.080 0.655 1.722
H 0.701 -1.741 0.520
H -0.667 -0.597 -2.641
H 1.197 -1.777 -1.243
H -0.426 0.947 -2.578
H -0.677 1.739 2.871
*
```

## Properties
* HOMO level: -15.275 eV
* HOMO-LUMO gap: 11.938 eV
* molar mass: 105.1 g/mol

Computed Mulliken charges, given in elementary charges:
1 O -0.607
2 O -0.419
3 N -0.304
4 N -0.194
5 C 0.908
6 C -1.602
7 C 0.157
8 H 0.268
9 H 0.383
10 H 0.289
11 H 0.285
12 H 0.304
13 H 0.499
14 H 0.214
15 H 0.438
16 H 0.382

***

Energy ordering: arrangement y at the bottom, the next structure 0.1099 hartree above.

***

Arrangement w

Molecular formula: C4H8N3
Method: DFT, ωB97M-V/def2-TZVPD

```
! wB97M-V def2-TZVPD RIJCOSX def2/J DEFGRID3
* xyz 1 1
N -1.329 -0.038 0.082
N 1.177 0.077 -0.241
N -2.712 -0.149 0.291
C 2.372 -0.554 0.165
C 0.511 1.217 -0.447
C -0.486 -1.046 0.005
C -0.821 1.210 -0.238
H -1.513 2.127 -0.409
H 0.969 2.183 -0.494
H 3.275 -0.245 -0.361
H 2.525 -1.647 0.016
H 2.630 -0.318 1.193
H -2.979 -1.080 0.605
H -0.294 -2.049 0.235
H -3.326 0.313 -0.402
*
```

## Properties
* HOMO level: -13.288 eV
* HOMO-LUMO gap: 8.706 eV
* molar mass: 98.1 g/mol

Computed Mulliken charges, given in elementary charges:
1 N 0.409
2 N -0.156
3 N -0.759
4 C -0.762
5 C -0.002
6 C 0.011
7 C -0.442
8 H 0.340
9 H 0.390
10 H 0.342
11 H 0.288
12 H 0.365
13 H 0.262
14 H 0.421
15 H 0.291

***

Arrangement x

Molecular formula: C4H8N3
Method: DFT, ωB97M-V/def2-TZVPD

```
! wB97M-V def2-TZVPD RIJCOSX def2/J DEFGRID3
* xyz 1 1
N 0.390 1.049 1.412
N 0.455 -0.623 -0.555
N -0.818 4.530 1.672
C -0.190 2.148 1.310
C 1.359 -0.834 -1.405
C -0.755 -1.385 -0.464
C -0.515 3.366 1.597
H -0.857 -1.774 0.550
H -1.240 5.095 0.942
H 1.276 -1.628 -2.143
H 0.499 0.175 0.292
H 0.863 0.817 2.291
H 2.247 -0.218 -1.424
H -1.603 -0.719 -0.642
H -0.787 -2.209 -1.177
*
```

## Properties
* HOMO level: -12.782 eV
* HOMO-LUMO gap: 7.950 eV
* molar mass: 98.1 g/mol

Computed Mulliken charges, given in elementary charges:
1 N -0.492
2 N 0.003
3 N -0.423
4 C 0.205
5 C -0.121
6 C -0.818
7 C 0.275
8 H 0.310
9 H 0.311
10 H 0.245
11 H 0.405
12 H 0.197
13 H 0.267
14 H 0.312
15 H 0.326

***

Arrangement y

Molecular formula: C4H8N3
Method: DFT, ωB97M-V/def2-TZVPD

```
! wB97M-V def2-TZVPD RIJCOSX def2/J DEFGRID3
* xyz 1 1
N -0.386 2.085 1.110
N -0.156 -1.692 -1.018
N -0.044 1.207 0.374
C 0.914 -1.107 -0.214
C -0.183 -2.183 -2.242
C -1.066 3.374 0.717
C 0.758 0.338 0.127
H -1.109 -2.040 -2.843
H -1.859 3.611 1.517
H -0.256 4.142 0.758
H 1.869 -1.389 -0.674
H -1.511 3.162 -0.229
H 0.999 -1.470 0.819
H -1.046 -1.397 -0.629
H 0.684 -2.484 -2.732
*
```

## Properties
* HOMO level (alpha / beta): -12.223 / -12.222 eV
* HOMO-LUMO gap (alpha / beta): 6.419 / 6.417 eV
* molar mass: 98.1 g/mol

Computed Mulliken charges, given in elementary charges:
1 N -0.538
2 N -0.071
3 N 0.394
4 C -0.350
5 C -0.099
6 C -0.574
7 C -0.051
8 H 0.260
9 H 0.222
10 H 0.258
11 H 0.358
12 H 0.341
13 H 0.242
14 H 0.304
15 H 0.305

***

Arrangement z

Molecular formula: C4H8N3
Method: DFT, ωB97M-V/def2-TZVPD

```
! wB97M-V def2-TZVPD RIJCOSX def2/J DEFGRID3
* xyz 1 1
N -0.088 1.549 1.271
N 1.223 0.435 -0.214
N -0.958 0.349 0.762
C -0.458 -0.830 -1.555
C 0.058 -1.894 -0.712
C 1.158 1.395 0.566
C -0.018 -0.373 -0.178
H -1.379 -0.172 1.495
H -0.723 2.306 0.975
H 0.988 -2.432 -0.818
H -0.671 -2.523 -0.351
H 0.227 1.412 2.166
H 0.251 -0.608 -2.396
H -1.499 -0.809 -1.775
H 1.890 2.194 0.764
*
```

## Properties
* HOMO level: -13.956 eV
* HOMO-LUMO gap: 10.298 eV
* molar mass: 98.1 g/mol

Computed Mulliken charges, given in elementary charges:
1 N -0.039
2 N -0.350
3 N -0.366
4 C -0.648
5 C -0.666
6 C -0.089
7 C 0.612
8 H 0.277
9 H 0.387
10 H 0.283
11 H 0.298
12 H 0.328
13 H 0.273
14 H 0.292
15 H 0.408

***

Energy ordering: arrangement x at the bottom, the next structure 0.0225 hartree above.